{"formula": "C4H7NO", "method": "ωB97M-V/def2-TZVPD", "elements": ["C", "H", "H", "H", "C", "H", "H", "C", "H", "N", "C", "H", "O"], "positions_angstrom": [[-0.75, -0.99, -1.62], [-0.26, -0.68, -2.55], [-0.88, 0.35, 1.80], [-1.68, -0.41, -1.54], [0.17, -0.69, -0.47], [1.75, 1.44, 0.78], [1.39, -0.12, 1.50], [-0.36, 1.10, 1.19], [-0.95, -2.06, -1.67], [1.08, 0.80, 1.18], [0.21, 0.70, -0.09], [-0.63, 2.12, 1.45], [0.89, -1.55, 0.05]], "smiles": "C/C([O-])=C1\\C[NH2+]1", "homo_lumo_gap_ev": 9.01, "e_above_lowest_ev": 3.618, "lumo_ev": 0.95}



{"formula": "C4H7NO", "method": "ωB97M-V/def2-TZVPD", "elements": ["H", "C", "O", "C", "H", "H", "C", "H", "C", "H", "H", "H", "N"], "positions_angstrom": [[-1.25, -1.99, 0.25], [-1.62, -0.97, 0.34], [0.69, -0.38, 0.61], [-0.66, 1.37, -0.15], [1.80, 1.33, 0.34], [-2.37, -0.82, -0.45], [-0.50, 0.00, 0.17], [-2.13, -0.87, 1.31], [1.79, 0.28, 0.62], [2.64, -0.26, 1.00], [0.81, -0.15, -1.89], [1.54, -0.05, -1.75], [-0.74, 2.50, -0.39]], "homo_lumo_gap_ev": [7.79, 8.21], "e_above_lowest_ev": 4.916, "lumo_ev": [-0.28, 0.13]}



{"formula": "C4H7NO", "method": "ωB97M-V/def2-TZVPD", "elements": ["N", "H", "C", "H", "H", "H", "C", "H", "H", "C", "H", "C", "O"], "positions_angstrom": [[-2.35, 0.47, 1.92], [2.53, -0.59, 0.99], [-1.55, -0.31, -0.42], [1.09, 0.42, 1.30], [2.26, 0.91, 0.06], [-0.21, 1.33, -0.65], [-0.64, 0.43, -1.08], [-0.34, 0.21, -2.10], [0.34, -1.13, -0.09], [1.78, 0.05, 0.53], [-2.04, -1.15, -0.89], [-1.99, 0.09, 0.88], [1.12, -0.70, -0.47]], "smiles": "C=CC#N.CO", "homo_lumo_gap_ev": 10.09, "e_above_lowest_ev": 2.837, "lumo_ev": 0.61}



{"formula": "C4H7NO", "method": "ωB97M-V/def2-TZVPD", "elements": ["C", "H", "O", "H", "H", "H", "H", "C", "C", "C", "N", "H", "H"], "positions_angstrom": [[-1.36, 1.15, 0.43], [2.91, 0.06, 0.29], [-1.38, -1.19, -0.81], [-1.45, 1.83, -0.47], [-2.51, 0.95, 0.56], [2.33, -1.37, -0.86], [-0.99, 1.61, 1.36], [-0.71, -0.16, 0.14], [2.08, -0.33, -0.44], [0.72, -0.40, 0.16], [0.09, -0.83, 1.15], [-1.98, -1.62, -0.21], [2.26, 0.28, -1.31]], "smiles": "CC1=N[C@]1(C)O", "homo_lumo_gap_ev": 10.53, "e_above_lowest_ev": 3.120, "lumo_ev": 0.91}



{"formula": "C4H7NO", "method": "ωB97M-V/def2-TZVPD", "elements": ["N", "C", "C", "C", "H", "H", "H", "C", "H", "H", "O", "H", "H"], "positions_angstrom": [[-1.42, -0.06, -0.16], [-0.55, -0.92, -0.53], [2.04, -0.50, 1.05], [-1.50, 1.14, -0.99], [1.89, -0.94, 2.01], [1.72, -1.04, 0.28], [-2.50, 1.29, -1.33], [0.23, -1.89, -0.73], [2.95, -0.09, 0.80], [-0.89, 0.80, -1.85], [-2.25, -0.15, 0.76], [1.21, 0.30, 1.16], [-0.95, 2.06, -0.46]], "homo_lumo_gap_ev": [8.49, 8.50], "e_above_lowest_ev": 8.311, "lumo_ev": [-2.01, -2.00]}



{"formula": "C4H7NO", "method": "ωB97M-V/def2-TZVPD", "elements": ["C", "C", "C", "H", "H", "O", "H", "H", "H", "N", "H", "H", "C"], "positions_angstrom": [[0.09, -0.52, 0.39], [-1.36, -0.45, 0.13], [0.07, 2.01, -0.08], [0.16, -0.56, 1.50], [0.25, 2.26, 1.09], [-2.37, 0.11, -0.09], [0.41, -2.64, 0.38], [0.32, -1.86, -1.22], [1.76, -1.68, -0.25], [0.21, 0.60, -0.37], [-0.97, 2.13, -0.39], [0.71, 2.33, -0.82], [0.71, -1.73, -0.26]], "homo_lumo_gap_ev": [8.48, 8.48], "e_above_lowest_ev": 4.807, "lumo_ev": [0.50, 0.50]}



{"formula": "C4H7NO", "method": "ωB97M-V/def2-TZVPD", "elements": ["H", "H", "N", "H", "H", "H", "C", "H", "C", "H", "O", "C", "C"], "positions_angstrom": [[-0.57, 2.08, 0.29], [-1.31, 0.58, -1.53], [0.02, -1.13, -1.30], [-0.15, -0.21, 2.02], [1.09, -1.36, 1.42], [-1.48, -1.47, 0.25], [0.46, 1.18, -0.34], [1.04, -1.18, -1.26], [-0.48, 0.20, -0.95], [0.36, 2.29, -0.34], [1.19, 0.53, 0.61], [-0.56, -0.93, 0.02], [0.39, -0.56, 1.13]], "homo_lumo_gap_ev": 9.42, "e_above_lowest_ev": 5.223, "lumo_ev": 0.86}



{"formula": "C4H7NO", "method": "ωB97M-V/def2-TZVPD", "elements": ["N", "H", "O", "H", "C", "H", "H", "C", "H", "H", "C", "H", "C"], "positions_angstrom": [[-0.16, -0.17, 0.40], [-0.22, 1.99, 0.68], [-2.05, 0.99, -1.85], [1.75, -0.68, 0.98], [-0.59, -0.77, -0.78], [0.99, 0.32, -1.65], [1.15, 1.04, -1.44], [-1.28, 0.53, -1.07], [0.46, -1.73, 1.63], [0.69, -0.08, 2.30], [-0.57, 1.08, 0.21], [-0.91, -1.80, -0.84], [0.74, -0.70, 1.40]], "homo_lumo_gap_ev": [7.35, 7.34], "e_above_lowest_ev": 5.413, "lumo_ev": [-0.21, -0.22]}



Please write out number 6 again, unchanged.
{"formula": "C4H7NO", "method": "ωB97M-V/def2-TZVPD", "elements": ["C", "C", "C", "H", "H", "O", "H", "H", "H", "N", "H", "H", "C"], "positions_angstrom": [[0.09, -0.52, 0.39], [-1.36, -0.45, 0.13], [0.07, 2.01, -0.08], [0.16, -0.56, 1.50], [0.25, 2.26, 1.09], [-2.37, 0.11, -0.09], [0.41, -2.64, 0.38], [0.32, -1.86, -1.22], [1.76, -1.68, -0.25], [0.21, 0.60, -0.37], [-0.97, 2.13, -0.39], [0.71, 2.33, -0.82], [0.71, -1.73, -0.26]], "homo_lumo_gap_ev": [8.48, 8.48], "e_above_lowest_ev": 4.807, "lumo_ev": [0.50, 0.50]}